Here is a cluster of 2 separate species, C4H12NS2 in total from OMol25. Energies are from ωB97M-V/def2-TZVPD.

ORCA input file:
```
! wB97M-V def2-TZVPD RIJCOSX def2/J DEFGRID3
* xyz 1 1
S -2.03896 0.30349 -3.19177
S -0.27962 -0.75885 -2.92966
N -0.11473 1.40400 1.75904
C 0.98936 -1.57816 -0.63505
C -0.98610 0.48024 1.74948
C -0.21584 -0.76140 -1.09802
C 1.29985 1.34228 1.33495
H 1.60727 0.30370 1.31137
H -1.97430 0.74400 2.10860
H 1.92062 -1.05563 -0.86022
H -2.87672 -0.74797 -3.15372
H 1.35744 1.80663 0.35158
H 0.99446 -2.54014 -1.14641
H 1.86677 1.92337 2.05684
H -0.76893 -0.50955 1.37456
H -0.18176 0.29107 -0.81392
H -0.40757 2.31451 2.09836
H 0.96200 -1.75750 0.44352
H -1.15322 -1.20407 -0.75955
*
```

Its relative energy (zero: lowest compared OMol25 entry of this formula, charge and spin) is 129.6 kJ/mol. The calculation puts the total energy at -27495.6391 eV.